# C25H25F6IN5O3PRh

A molecular structure, C25H25F6IN5O3PRh (ωB97M-V/def2-TZVPD, OMol25).

```
67
Properties=species:S:1:pos:R:3:forces:R:3
Rh -1.461068 -1.132717 -0.869012 -1.15 0.40 2.78
C 3.071217 3.184794 -1.694330 -0.06 -0.08 0.09
O 2.478382 2.350057 -0.689948 0.05 0.13 0.14
C 2.885255 2.552597 0.601622 0.14 0.06 -0.73
C 3.695332 3.606172 0.999127 0.08 0.19 0.12
C 4.120724 3.704981 2.317149 0.02 0.12 -0.15
C 3.757808 2.745811 3.246047 -0.01 -0.10 0.12
C 2.954349 1.693614 2.848550 -0.19 -0.02 0.26
C 2.497127 1.608050 1.542154 -0.45 -0.66 0.26
N 1.730450 0.439980 1.184362 0.81 0.29 0.44
C 0.714485 0.360348 0.349987 -0.24 0.20 -0.74
N 0.007543 1.540887 0.143273 0.55 -0.18 0.54
C -1.034601 1.750739 -0.639812 -0.49 0.41 -0.67
C -1.688794 0.751693 -1.395431 -0.39 -0.70 -0.56
C -2.779775 1.081523 -2.126216 -0.29 0.67 -0.37
C -3.254847 2.430978 -2.171513 0.02 -0.31 -0.09
C -2.655657 3.434209 -1.449278 -0.05 -0.02 -0.04
C -1.543317 3.123353 -0.675866 -0.07 -0.48 -0.22
O -0.862711 3.953382 0.064259 0.13 0.57 0.38
C -1.321715 5.332451 0.218612 0.05 -0.20 -0.06
N 0.378614 -0.727356 -0.300044 0.21 -0.93 -0.30
C 0.971145 -2.032353 -0.124646 0.27 0.50 -0.25
C 1.277868 -2.748369 -1.280107 0.17 0.20 -0.16
C 1.736353 -4.046128 -1.210236 0.01 -0.01 -0.04
C 1.871798 -4.645286 0.035692 -0.01 -0.06 0.14
C 1.565605 -3.949787 1.194829 0.11 -0.13 -0.05
C 1.125021 -2.634890 1.122357 -0.18 -0.04 0.33
O 0.812316 -1.881735 2.205557 -0.03 -0.11 0.22
C 0.542175 -2.568376 3.450317 0.05 0.09 -0.19
H 2.706613 2.814513 -2.646280 -0.03 -0.03 -0.02
H 4.157654 3.109380 -1.666381 0.02 -0.01 0.00
H 2.770084 4.225405 -1.566615 -0.01 0.00 0.00
H 4.014457 4.343143 0.276521 0.01 0.00 0.05
H 4.753484 4.532720 2.610923 -0.02 -0.03 -0.03
H 4.096304 2.813887 4.271408 0.00 -0.03 -0.06
H 2.664822 0.925282 3.559777 0.01 0.08 -0.05
H 1.888453 -0.402980 1.727690 0.18 -0.06 -0.05
H 0.325092 2.339339 0.687934 0.11 -0.04 -0.02
H -3.317242 0.325037 -2.683903 -0.05 0.01 0.01
H -4.117483 2.662919 -2.785797 0.04 -0.05 0.06
H -3.044066 4.441754 -1.482302 0.03 -0.03 -0.01
H -0.661405 5.777766 0.950501 0.07 -0.03 0.03
H -2.346572 5.339410 0.581401 -0.02 -0.05 0.02
H -1.239267 5.851459 -0.732463 0.02 -0.01 -0.06
H 1.178933 -2.242452 -2.234589 -0.01 -0.05 0.03
H 1.996446 -4.587212 -2.110383 -0.02 0.03 0.03
H 2.223871 -5.666918 0.108786 -0.02 0.05 0.01
H 1.674040 -4.428475 2.157881 0.01 0.00 -0.04
H 0.101111 -1.829218 4.108122 0.00 0.06 0.00
H 1.463133 -2.953392 3.882009 0.05 -0.02 0.01
H -0.169787 -3.372932 3.278600 -0.02 -0.02 -0.01
F -1.732546 -2.426392 1.146629 -0.21 -0.52 -0.09
P -3.009414 -1.496540 1.661059 -0.15 -0.68 0.31
F -4.154161 -0.490407 1.986662 0.01 0.23 -0.06
F -3.522282 -1.533992 0.053393 -0.18 -0.14 -0.42
F -3.841124 -2.781960 1.970064 -0.07 0.02 -0.02
F -2.020547 -0.218810 1.103556 0.37 0.39 -0.36
F -2.358551 -1.392053 3.082291 0.11 0.15 0.04
I -4.253604 -5.982838 -3.205766 -0.11 -0.15 0.02
C -3.015064 -4.360559 -3.067268 0.06 0.04 -0.06
C -2.315131 -3.758460 -4.090606 0.18 0.12 -0.20
N -1.626940 -2.732140 -3.564958 -0.14 -0.23 -0.03
N -1.839584 -2.640315 -2.239217 0.39 0.86 -0.65
C -2.697865 -3.628041 -1.929663 0.24 0.22 0.36
H -2.263015 -3.998360 -5.142549 0.01 0.04 0.09
H -1.023089 -2.084259 -4.038880 0.09 0.08 0.00
H -3.036841 -3.771935 -0.915039 0.01 0.03 -0.02
```
Positions in Å, forces in eV/Å.

Computed properties:
LUMO energy (spin up / spin down): -7.61 / -8.79 eV
energy above the lowest of the compared OMol25 structures with the same formula, charge and spin: 123.1 kJ/mol
multiplicity: 2
Kohn-Sham gap (spin up / spin down): 6.2 / 4.9 eV
charge: +2
total energy: -76614.249 eV

Computed Mulliken charges, given in elementary charges: number 1, Rh, carries 0.030; number 2, C, carries -1.066; number 3, O, carries -0.212; number 4, C, carries 1.010; number 5, C, carries -0.708; number 6, C, carries -0.812; number 7, C, carries -0.819; number 8, C, carries -0.706; number 9, C, carries 0.256; number 10, N, carries 0.366; number 11, C, carries -0.321; number 12, N, carries 0.587; number 13, C, carries 0.340; number 14, C, carries 0.606; number 15, C, carries -0.313; number 16, C, carries -0.974; number 17, C, carries -0.689; number 18, C, carries 0.845; number 19, O, carries -0.396; number 20, C, carries -0.956; number 21, N, carries 0.286; number 22, C, carries 0.528; number 23, C, carries -0.567; number 24, C, carries -1.012; number 25, C, carries -0.777; number 26, C, carries -0.811; number 27, C, carries 1.100; number 28, O, carries -0.512; number 29, C, carries -1.156; number 30, H, carries 0.275; number 31, H, carries 0.391; number 32, H, carries 0.389; number 33, H, carries 0.482; number 34, H, carries 0.427; number 35, H, carries 0.425; number 36, H, carries 0.499; number 37, H, carries 0.264; number 38, H, carries 0.402; number 39, H, carries 0.515; number 40, H, carries 0.439; number 41, H, carries 0.516; number 42, H, carries 0.285; number 43, H, carries 0.427; number 44, H, carries 0.398; number 45, H, carries 0.571; number 46, H, carries 0.470; number 47, H, carries 0.451; number 48, H, carries 0.489; number 49, H, carries 0.302; number 50, H, carries 0.424; number 51, H, carries 0.408; number 52, F, carries -0.222; number 53, P, carries 1.462; number 54, F, carries -0.344; number 55, F, carries -0.376; number 56, F, carries -0.365; number 57, F, carries -0.283; number 58, F, carries -0.358; number 59, I, carries 0.240; number 60, C, carries -0.734; number 61, C, carries -0.164; number 62, N, carries -0.275; number 63, N, carries 0.369; number 64, C, carries -0.556; number 65, H, carries 0.481; number 66, H, carries 0.118; number 67, H, carries 0.610

---

# CHNO2S

2 unconnected molecules or ions with the total composition CHNO2S (ωB97M-V/def2-TZVPD, OMol25).

```
6
Properties=species:S:1:pos:R:3:forces:R:3
C -0.075945 -1.576031 -0.407432 0.48 -1.00 0.17
N -0.213117 -0.487637 -0.886360 0.66 0.42 -0.75
O 0.255195 -2.683713 -0.279807 -0.10 -0.72 0.51
O -0.519685 0.710829 -0.743238 -0.15 3.06 1.34
S 0.628178 2.294976 0.726199 0.98 -0.38 -3.66
H -0.074626 1.741576 1.590637 -1.87 -1.39 2.41
```
Positions in Å, forces in eV/Å.

Computed properties:
LUMO energy (spin up / spin down): -3.34 / -3.34 eV
energy above the lowest of the compared OMol25 structures with the same formula, charge and spin: 432.5 kJ/mol
multiplicity: 1
Kohn-Sham gap (spin up / spin down): 6.4 / 6.4 eV
total energy: -17467.693 eV

Computed Mulliken charges, given in elementary charges: number 1, C, carries 0.482; number 2, N, carries 0.217; number 3, O, carries -0.370; number 4, O, carries -0.438; number 5, S, carries -0.028; number 6, H, carries 0.138

---

# C9H14

2 unconnected molecules or ions with the total composition C9H14 (ωB97M-V/def2-TZVPD, OMol25).

```
23
Properties=species:S:1:pos:R:3:forces:R:3
C 1.468496 -1.361471 0.611417 0.81 -0.86 0.92
C -0.122934 1.040677 -2.529303 -1.60 -0.01 0.59
C 1.213917 0.773342 -2.434212 1.81 1.13 -3.00
C -1.039003 0.422437 -1.663599 3.81 -1.71 1.84
C 1.708388 -0.084430 -1.490878 1.34 -0.03 -1.31
C -0.533141 -0.417413 -0.643565 1.39 0.78 0.59
C 0.916605 -0.607857 -0.560877 -3.59 -0.77 2.31
H -0.610675 1.745273 -3.172823 0.53 0.30 -0.78
H 1.986494 1.153469 -3.224716 -1.75 -0.41 1.51
H -2.041160 0.587953 -1.685576 -2.72 0.66 -0.35
H 2.715821 -0.451566 -1.578685 0.50 0.36 0.25
H -1.140424 -0.758086 0.257780 0.70 0.22 -1.90
H 1.650400 -0.751166 1.518326 -0.54 0.32 -0.53
H 2.602187 -1.685460 0.452074 -2.69 -0.33 -0.04
H 0.623234 -2.079516 0.939423 2.13 0.30 -0.46
C -1.990160 0.477505 3.765518 -0.30 1.76 3.22
C -1.086242 -0.069453 2.778350 3.65 -2.39 -2.33
H -2.595356 1.320812 3.414895 0.30 -0.03 -0.44
H -2.764996 -0.278986 4.003827 0.68 0.37 0.74
H -1.389022 0.971831 4.672390 -1.57 -1.56 -1.47
H -0.279358 -0.913499 3.079841 -2.47 1.26 0.08
H -0.273149 0.594995 2.385080 -1.31 0.23 -0.07
H -1.699567 -0.496094 1.941061 0.88 0.41 0.65
```
Positions in Å, forces in eV/Å.

Computed properties:
LUMO energy: 0.94 eV
energy above the lowest of the compared OMol25 structures with the same formula, charge and spin: 201.5 kJ/mol
multiplicity: 1
Kohn-Sham gap: 9.8 eV
total energy: -9558.093 eV

Computed Mulliken charges, given in elementary charges: number 1, C, carries -1.199; number 2, C, carries -0.365; number 3, C, carries -0.390; number 4, C, carries -0.775; number 5, C, carries -0.303; number 6, C, carries -0.150; number 7, C, carries 0.881; number 8, H, carries 0.361; number 9, H, carries 0.207; number 10, H, carries 0.494; number 11, H, carries 0.319; number 12, H, carries 0.011; number 13, H, carries 0.199; number 14, H, carries 0.300; number 15, H, carries 0.316; number 16, C, carries -0.979; number 17, C, carries -0.419; number 18, H, carries 0.289; number 19, H, carries 0.281; number 20, H, carries 0.255; number 21, H, carries 0.206; number 22, H, carries 0.292; number 23, H, carries 0.168